Density functional theory data (ωB97M-V with the def2-TZVPD basis set) for a cluster of 13 separate species, C89H112F30N15OP5 in total.

Values from the calculation:
**Lowest unoccupied orbital energy**: -18.846 eV
**E_tot**: -9054.326403 a.u.
**F_max**: 3.37 eV Å⁻¹
**Highest occupied orbital energy**: -0.9774 Eh
**Total charge**: +10

Structure (XYZ):
```
252
Properties=species:S:1:pos:R:3:mulliken_charge:R:1
P 2.989 -7.780 -0.061 1.15
P 1.038 7.103 -0.032 1.42
P 4.390 2.960 -0.706 1.40
P -4.272 2.885 3.687 1.22
P 0.525 -3.647 5.422 1.53
F 0.398 -2.701 6.673 -0.43
F 1.863 -2.701 5.045 -0.26
F -0.567 7.051 0.299 -0.26
F -0.397 -2.457 4.549 -0.51
F -5.418 2.561 2.523 -0.35
F 1.213 8.272 0.944 -0.39
F 3.651 3.088 0.758 -0.28
F 5.803 2.678 -0.048 -0.37
F 4.919 2.805 -2.154 -0.43
F 3.672 -6.572 -1.120 -0.48
F -3.150 2.134 2.749 -0.06
F 4.566 4.539 -0.734 -0.37
F 2.575 6.927 -0.440 -0.33
F -0.850 -4.334 5.623 -0.33
F 0.737 -4.444 3.980 -0.44
F -5.204 3.729 4.595 -0.42
F 4.121 1.263 -0.724 -0.35
F -3.061 3.077 4.695 -0.27
F 0.682 5.865 -1.044 -0.46
F 2.304 -8.469 -1.249 -0.30
F 4.234 -8.701 -0.051 -0.35
F 1.155 5.910 1.108 -0.09
F 3.730 -6.886 1.047 -0.36
F 1.358 -4.725 6.193 -0.31
F 1.769 -6.679 -0.067 -0.36
F -3.930 4.287 2.805 -0.36
F 2.892 3.084 -1.312 -0.37
F -4.573 1.499 4.292 -0.25
F 2.276 -8.531 1.121 -0.36
F 0.649 8.130 -1.181 -0.33
O -1.043 -1.666 -2.513 -0.09
N 6.439 0.894 3.124 0.09
N 2.188 -6.841 -4.288 0.08
N 1.764 1.398 4.535 0.38
N -3.044 -2.357 6.852 0.10
N -1.964 8.023 -3.777 0.06
N -4.711 -7.915 -4.864 -0.04
N 5.506 -5.982 3.749 0.09
N -0.702 7.778 3.439 0.22
N -6.325 6.098 1.417 0.17
N 5.549 -1.867 -4.867 -0.02
N 1.040 3.308 -3.675 0.37
N 2.463 -2.976 0.780 0.21
N -3.274 -1.549 -5.538 -0.20
N -5.474 -0.869 0.488 0.17
N -0.818 3.095 0.434 1.25
C 0.383 0.618 0.574 1.67
C -2.472 -8.442 -5.433 -0.67
C -4.376 -1.630 0.619 -0.76
C -2.929 -0.925 5.036 -0.22
C 2.798 1.225 -4.025 1.24
C -0.973 0.776 0.774 -0.82
C -3.843 -1.909 1.843 -0.35
C -5.806 5.160 0.672 -0.56
C -3.846 -1.661 4.330 0.04
C -1.570 1.996 0.666 -1.33
C 1.333 -2.824 1.569 -1.05
C 6.016 -1.780 3.308 0.80
C 6.203 -1.180 2.078 -0.68
C -3.011 -6.676 -3.905 -0.47
C 2.948 -2.026 -0.004 -1.08
C -1.378 -1.874 -3.871 -0.54
C 2.260 -0.828 -0.155 0.04
C -2.044 -7.395 -4.595 0.68
C -3.888 -3.115 6.218 -0.63
C 5.679 -1.058 -3.789 -0.97
C -6.206 -8.232 -5.058 -0.94
C 2.234 3.542 -4.247 -0.30
C -3.671 7.162 -1.746 0.80
C 4.698 -3.817 4.124 -0.57
C -2.703 -0.497 -6.395 -0.88
C -4.354 -6.916 -4.029 -0.59
C 1.613 -6.849 -5.460 -0.36
C 1.172 6.429 3.979 -0.25
C -2.713 8.168 -1.531 -0.59
C 4.441 -1.773 -5.649 -0.49
C 0.067 -7.032 -3.247 -0.50
C -6.067 7.397 1.213 -0.73
C 5.803 -3.252 3.427 0.42
C 1.134 1.795 0.300 0.07
C 5.440 -7.505 3.903 -0.99
C 0.865 3.961 4.233 0.33
C -2.824 -1.522 -4.100 -0.36
C 3.482 -0.840 -5.320 -0.79
C 6.573 -5.489 3.091 -0.55
C 1.587 1.045 -3.377 -0.40
C -4.299 -2.817 4.920 -0.84
C -7.219 5.696 2.467 -0.92
C -2.916 -2.865 -6.129 -1.07
C 1.434 -6.882 -3.181 -0.42
C -4.359 -1.361 2.982 0.50
C 3.124 2.519 -4.435 -0.55
C -5.208 7.737 0.201 -0.55
C 0.055 4.357 -3.381 -1.06
C 0.329 5.308 4.005 0.87
C -5.994 -0.228 1.525 -0.38
C 0.234 -6.945 -5.543 -0.83
C -2.632 -2.697 8.225 -0.89
C 4.809 -0.085 -3.483 -0.48
C 0.727 1.770 5.247 -0.68
C -1.900 8.558 -2.579 -0.67
C 1.103 -0.629 0.665 1.85
C 2.358 2.258 3.682 -0.72
C -0.604 -7.084 -4.433 0.62
C 0.660 -1.651 1.526 -1.71
C 0.237 3.066 5.084 -0.68
C -4.964 5.472 -0.357 -0.47
C 2.353 0.025 4.736 -0.14
C 3.687 0.087 -4.276 -0.17
C -6.160 -0.808 -0.817 -0.84
C -4.756 -1.395 -5.521 -0.83
C -2.526 -1.259 6.276 -0.19
C -1.243 9.145 3.169 -0.84
C 3.618 -6.747 -4.166 -0.74
C 6.584 -2.926 -5.090 -0.92
C 1.968 3.532 3.520 -0.79
C 6.689 -4.166 2.910 -0.62
C 6.881 2.326 3.028 -0.82
C 0.688 2.107 -3.241 -1.31
C 6.394 0.198 1.986 -0.85
C 6.054 -0.976 4.419 -0.56
C -1.485 6.705 3.410 -0.56
C 0.506 3.048 0.313 0.32
C -2.877 7.073 -4.052 -0.64
C -0.999 5.464 3.713 -0.36
C -1.030 8.526 -4.815 -0.93
C 3.204 -4.381 0.878 -1.73
C 0.598 7.683 3.746 -0.85
C -4.588 6.796 -0.620 0.60
C 6.257 0.343 4.306 -0.50
C -3.847 -8.681 -5.541 -0.31
C -3.688 6.642 -3.031 -0.31
C -5.462 -0.518 2.797 -0.60
C -1.491 4.388 0.444 0.34
C 4.576 -5.198 4.252 -0.73
H 3.897 -5.832 -3.625 0.29
H -2.848 -5.886 -3.196 0.67
H -2.312 9.016 3.003 0.24
H -0.460 -7.147 -2.279 0.62
H -0.862 5.224 0.697 -1.07
H 2.648 -0.663 -5.995 0.65
H 3.993 -6.891 -5.178 0.37
H 6.496 0.960 5.138 0.53
H -5.094 -2.198 -4.895 0.44
H 2.263 -6.891 -6.315 0.48
H -1.727 -0.763 6.814 0.33
H -1.777 -9.046 -6.007 0.61
H 7.513 -2.434 -5.275 0.37
H -0.942 7.715 -5.540 0.37
H -3.024 0.470 -6.019 0.38
H -6.808 5.837 3.450 0.40
H 0.478 5.310 -3.646 0.37
H 6.835 2.729 4.048 0.35
H 2.196 1.735 0.206 -0.84
H -0.733 -1.300 -4.507 0.19
H 3.941 -3.212 4.627 0.44
H 6.623 -1.191 -3.321 0.69
H -5.139 8.788 0.022 0.73
H -2.534 6.963 3.222 0.41
H -1.858 4.537 -0.595 0.55
H 3.828 -5.741 4.834 0.69
H -4.265 -3.972 6.750 0.57
H 4.416 -7.856 3.766 0.43
H 6.803 0.767 1.153 0.76
H -3.516 -2.870 8.836 0.45
H -0.881 4.200 -3.928 0.27
H -2.571 8.743 -0.634 0.40
H -1.739 4.682 3.553 0.28
H -6.421 -8.733 -5.984 0.39
H 1.038 3.980 0.125 -0.09
H 3.244 -0.065 4.129 -0.66
H -4.667 4.696 -1.055 0.38
H 5.989 -1.369 5.432 0.68
H -2.388 4.408 1.064 -0.12
H 2.700 -0.065 5.766 0.60
H -3.183 -0.560 -7.366 0.43
H -4.430 5.917 -3.366 0.59
H -3.539 -2.168 -3.545 0.14
H -3.049 -0.531 -3.733 0.35
H 3.870 -2.270 -0.511 0.99
H 6.016 -7.901 3.095 0.40
H 6.357 -3.546 -5.961 0.34
H 3.216 1.884 3.152 0.65
H -4.986 -3.526 4.506 0.66
H 1.314 0.073 -2.981 0.88
H 4.364 -2.420 -6.530 0.53
H -7.422 4.627 2.424 0.28
H -4.078 -2.095 -0.321 0.71
H -1.091 9.866 3.965 0.36
H -1.241 9.419 -2.456 0.61
H -0.186 2.026 -2.629 0.90
H 2.228 6.338 4.274 0.64
H -6.156 4.153 0.851 0.52
H 2.365 4.555 -4.634 0.53
H -2.601 2.223 0.812 1.11
H -1.846 -2.963 -6.238 0.40
H -0.750 9.470 2.274 0.41
H -6.687 -1.748 -1.025 0.35
H -0.073 4.349 -2.308 0.35
H 0.367 1.019 5.947 0.75
H -5.237 -6.512 -3.564 0.55
H -0.165 -1.491 2.195 0.82
H -4.219 -9.492 -6.152 0.47
H 4.083 2.799 -4.898 0.63
H -2.155 -1.839 8.663 0.34
H 3.061 -4.878 -0.068 0.86
H 6.348 2.867 2.239 0.25
H -2.591 0.046 4.686 0.48
H -6.734 -7.296 -5.085 0.37
H 7.603 -3.894 2.424 0.65
H -5.149 -1.527 -6.524 0.39
H -6.487 -8.882 -4.239 0.38
H -0.139 8.802 -4.268 0.40
H 1.640 -0.730 4.464 0.13
H 7.301 -6.212 2.781 0.58
H -0.704 -2.525 -2.252 0.23
H -2.959 6.770 -5.086 0.57
H -1.699 -0.026 0.974 0.27
H -8.096 6.320 2.385 0.42
H -3.256 -3.627 -5.412 0.51
H 1.180 8.579 3.835 0.48
H -1.464 9.364 -5.363 0.35
H -0.117 -7.094 -6.563 0.67
H -1.947 -3.562 8.175 0.32
H 4.034 -7.529 -3.563 0.28
H 6.595 -3.530 -4.214 0.41
H 2.649 -4.981 1.579 0.43
H -4.991 -0.407 -5.220 0.41
H -6.930 -0.046 -0.794 0.33
H 7.938 2.325 2.796 0.44
H -3.359 -2.935 -7.101 0.44
H 4.974 0.550 -2.629 0.58
H 1.993 -6.767 -2.260 0.37
H 6.207 -1.678 1.119 0.67
H 1.090 -3.639 2.233 0.94
H -0.617 3.387 5.663 0.77
H 2.734 -0.032 -0.734 -0.40
H -1.116 -2.873 -4.229 0.33
H -1.637 -0.598 -6.366 0.41
H 5.752 -7.810 4.891 0.36
H -6.836 0.435 1.364 0.51
H 4.263 -4.245 1.101 0.39
H -5.981 -0.034 3.618 0.53
H -2.980 -2.545 1.917 0.76
H -6.653 8.142 1.744 0.51
H 2.449 4.110 2.753 0.66
H -5.409 -0.635 -1.599 0.27
```